(1)
Entry from OMol25: C6H10F6NO4S2Se2W as an isolated structure at a distorted geometry (wB97M-V/def2-TZVPD).

Output
Multiplicity   1
Net charge   +3
HOMO-LUMO gap (spin up / spin down)   6.5 / 6.5 eV
Highest occupied orbital energy (spin up / spin down)   -19.5802 / -19.5807 eV

```
32
Properties=species:S:1:pos:R:3:forces:R:3:lowdin_charge:R:1
W 0.3643 1.0539 1.3307 2.38 -0.58 -0.51 1.400
C 3.3758 -1.0053 0.2138 0.20 0.31 -0.08 -0.326
Se 1.6619 -0.2373 -0.3053 -0.97 0.17 0.45 0.943
C 2.0709 1.4855 2.4859 0.19 -0.59 0.14 -0.407
C 2.3371 0.2965 3.4016 -0.25 -0.08 0.22 -0.440
Se 0.5673 -0.5814 3.4077 -0.13 0.08 0.28 1.047
C 1.0507 -2.4390 3.0123 -0.19 -0.02 -0.13 -0.259
H 4.1519 -0.3940 -0.2471 0.00 -0.02 0.01 0.061
H 3.3500 -1.9811 -0.2744 -0.02 -0.01 0.00 0.060
H 3.5080 -1.0883 1.2817 -0.01 -0.03 0.00 0.010
H 1.7346 2.3550 3.0807 -0.04 0.09 -0.12 0.108
H 2.9720 1.7770 1.9382 -0.11 0.25 -0.04 0.099
H 2.6175 0.5067 4.4305 0.02 0.19 -0.04 0.097
H 3.0452 -0.4070 2.9820 0.00 -0.04 0.05 0.055
H 1.8097 -2.6850 3.7521 0.00 0.00 0.02 0.065
H 1.4150 -2.5344 1.9953 0.01 0.02 -0.02 0.027
H 0.1585 -3.0385 3.1716 -0.01 0.01 -0.01 0.057
F -4.6492 0.3222 1.0827 -0.03 -0.02 -0.02 0.249
C -3.6458 1.0659 1.4219 -0.04 0.02 0.01 -0.670
F -3.9960 2.2990 1.6818 -0.01 0.02 0.01 0.207
F -2.9693 0.5441 2.4279 0.02 0.00 0.00 0.169
S -2.4759 1.1038 -0.1067 0.11 -0.26 0.05 0.784
O -1.2483 0.2707 0.3817 -0.27 0.33 0.02 -0.539
O -3.1101 0.5443 -1.2266 -0.01 0.12 -0.17 -0.147
N -2.0102 2.6320 -0.3125 -0.06 0.15 0.14 -0.400
S -0.8857 3.3102 0.5396 -0.12 -0.31 -0.07 0.925
O -0.8651 2.4873 1.9200 -0.07 -0.17 -0.13 -0.538
O 0.5053 2.5941 0.0826 -0.46 0.02 0.28 -0.587
C -1.0926 5.6519 -2.1244 -0.13 0.38 -0.40 -0.385
F -2.0528 6.2077 -1.5870 -0.01 -0.01 0.02 0.451
F 0.0596 5.9555 -1.7961 0.01 -0.01 0.02 0.437
F -1.2783 4.7977 -2.9945 -0.01 -0.02 0.00 0.446
```
Positions in Å, forces in eV/Å.

=====

(2)
Entry from OMol25: C4H8NO2PS as an isolated structure at a distorted geometry (wB97M-V/def2-TZVPD).

Output
Multiplicity   1
Energy relative to the best compared isomer or geometry (same formula, charge and spin)   161.9 kcal per mole
HOMO-LUMO gap   8.1 eV
Highest occupied orbital energy   -8.4976 eV

```
17
Properties=species:S:1:pos:R:3:forces:R:3:lowdin_charge:R:1
C 2.7137 0.1950 0.4860 2.13 1.28 -0.45 -0.396
C 2.4360 -1.2226 0.6556 1.87 -1.99 3.13 -0.336
C -2.5566 1.3500 -0.0017 0.33 0.80 -1.96 -0.123
C -1.4731 0.4723 -0.6741 -0.30 -0.27 -0.29 -0.847
N 0.8436 -0.5952 -0.9039 -0.71 1.87 0.55 -0.205
O 1.3837 -1.5450 -0.2006 -1.34 -2.13 0.10 -0.171
O -0.3474 0.3544 0.1147 1.61 -0.43 -0.71 -0.303
P 1.8557 0.8556 -0.8152 0.60 0.12 1.58 1.017
S -2.1800 -1.1844 -0.8787 -0.12 -0.56 -1.81 0.758
H 3.6638 0.5443 1.0415 -1.90 -0.11 -1.15 0.092
H 3.3517 -1.8796 0.3453 -1.52 1.11 0.35 0.149
H 2.2685 -1.6022 1.8391 -0.18 1.12 -3.12 0.183
H -2.6471 1.1282 1.0618 -0.49 -0.49 -0.26 0.071
H -3.4574 1.1886 -0.7031 1.00 0.48 1.79 0.093
H -2.2379 2.4144 -0.0343 -0.25 -0.49 -0.16 0.074
H -1.2205 0.8051 -1.7189 -0.34 0.00 0.84 0.104
H -2.3965 -1.2788 0.3865 -0.38 -0.31 1.55 -0.160
```
Positions in Å, forces in eV/Å.

=====

(3)
Entry from OMol25: C43H36IrP2SeSi as an isolated structure at a distorted geometry (wB97M-V/def2-TZVPD).

Output
Multiplicity   1
Net charge   +1
Energy relative to the best compared isomer or geometry (same formula, charge and spin)   63.4 kcal per mole
HOMO-LUMO gap (spin up / spin down)   5.1 / 5.2 eV
Highest occupied orbital energy (spin up / spin down)   -9.8155 / -9.8585 eV

```
84
Properties=species:S:1:pos:R:3:forces:R:3:lowdin_charge:R:1
Ir -0.0602 0.1574 0.6210 -0.18 0.39 1.64 0.408
C -3.4669 2.2013 0.3875 0.94 -0.67 0.33 -0.177
Si -2.1217 1.0337 -0.3271 0.73 -0.28 -0.98 0.607
C -1.3462 2.1270 -1.7423 -0.12 -0.50 0.70 -0.280
C -2.1888 2.7507 -2.6549 -0.07 -0.02 -0.08 -0.097
C -1.7432 3.7605 -3.4901 -0.09 0.02 -0.05 -0.057
C -0.4330 4.2021 -3.4041 0.04 -0.06 0.01 -0.054
C 0.4365 3.5695 -2.5360 0.07 0.01 0.01 -0.083
C -0.0035 2.5242 -1.7303 -0.03 -0.22 0.21 -0.365
P 1.2446 1.6501 -0.7182 -1.49 -0.40 0.20 0.956
C 2.0911 2.9381 0.2399 -0.17 -0.41 0.31 -0.417
C 3.3864 2.6969 0.6993 -0.06 -0.03 -0.14 -0.102
C 4.0058 3.6068 1.5361 0.10 -0.07 0.01 -0.060
C 3.3344 4.7503 1.9429 -0.07 -0.10 -0.06 -0.056
C 2.0323 4.9723 1.5224 -0.01 0.11 0.02 -0.063
C 1.4040 4.0670 0.6851 -0.04 -0.09 -0.20 -0.107
C 2.4775 1.0921 -1.9424 -0.15 -0.64 0.53 -0.328
C 2.4863 -0.2472 -2.3223 -0.12 0.06 0.24 -0.094
C 3.3906 -0.7016 -3.2651 0.07 -0.06 -0.11 -0.061
C 4.3076 0.1741 -3.8235 -0.07 -0.04 0.06 -0.059
C 4.3177 1.5031 -3.4308 0.01 0.09 -0.06 -0.058
C 3.4099 1.9651 -2.4960 -0.07 0.14 0.16 -0.089
C -3.0671 -0.5787 -0.8286 0.60 0.43 0.45 -0.282
C -4.3798 -0.5418 -1.2855 -0.11 0.05 -0.13 -0.089
C -5.0982 -1.7030 -1.5137 -0.07 0.08 -0.06 -0.057
C -4.5221 -2.9431 -1.2799 0.06 0.02 0.03 -0.052
C -3.2193 -3.0087 -0.8276 -0.11 0.01 0.11 -0.085
C -2.5051 -1.8374 -0.5947 0.07 0.03 0.28 -0.388
P -0.7292 -1.9914 -0.2046 -0.39 0.90 -1.85 0.935
C -0.5511 -3.3008 1.0328 0.36 0.68 0.32 -0.368
C -1.5208 -3.4881 2.0176 -0.09 0.10 -0.17 -0.084
C -1.2819 -4.3641 3.0621 0.01 -0.13 0.10 -0.063
C -0.0783 -5.0489 3.1359 -0.05 0.06 -0.03 -0.055
C 0.8996 -4.8460 2.1723 0.09 -0.05 -0.01 -0.058
C 0.6775 -3.9581 1.1377 -0.05 0.11 -0.08 -0.099
C -0.2807 -2.7219 -1.8184 0.36 -0.01 0.18 -0.353
C -0.0896 -4.0887 -1.9797 0.03 0.15 0.11 -0.087
C 0.1848 -4.6041 -3.2333 0.01 -0.10 -0.08 -0.062
C 0.2625 -3.7651 -4.3314 -0.03 -0.07 0.04 -0.065
C 0.0298 -2.4066 -4.1811 -0.05 0.06 -0.06 -0.065
C -0.2460 -1.8820 -2.9320 0.00 -0.07 0.19 -0.110
H -4.1071 2.5911 -0.3956 -0.02 -0.04 -0.34 0.027
H -3.0080 3.0479 0.8851 0.12 0.20 0.09 0.028
H -4.0911 1.6880 1.1099 -0.12 -0.13 0.16 0.031
H -3.2177 2.4309 -2.7064 -0.25 0.07 -0.06 0.100
H -2.4225 4.2205 -4.1917 -0.08 0.04 -0.05 0.112
H -0.0871 5.0236 -4.0129 0.02 0.05 -0.07 0.113
H 1.4617 3.9003 -2.4663 0.08 0.07 -0.08 0.100
H 3.9013 1.7964 0.3910 0.09 -0.01 0.03 0.115
H 5.0109 3.4193 1.8827 0.08 -0.02 0.00 0.112
H 3.8238 5.4608 2.5929 0.01 0.04 0.05 0.112
H 1.5051 5.8535 1.8579 -0.07 0.04 -0.02 0.112
H 0.3842 4.2387 0.3693 -0.06 0.02 -0.01 0.112
H 1.7889 -0.9344 -1.8601 0.07 0.02 -0.03 0.061
H 3.3869 -1.7411 -3.5571 -0.02 -0.10 -0.01 0.111
H 5.0229 -0.1781 -4.5507 0.06 -0.04 -0.07 0.111
H 5.0416 2.1849 -3.8497 0.06 0.07 -0.04 0.112
H 3.4426 2.9968 -2.1783 0.06 0.08 0.00 0.104
H -4.8428 0.4157 -1.4704 -0.18 0.10 -0.01 0.099
H -6.1142 -1.6437 -1.8721 -0.11 0.02 -0.04 0.111
H -5.0825 -3.8489 -1.4505 -0.07 -0.08 -0.03 0.112
H -2.7522 -3.9683 -0.6485 -0.02 -0.08 -0.03 0.112
H -2.4634 -2.9593 1.9568 -0.03 0.02 0.01 0.111
H -2.0330 -4.5145 3.8244 -0.05 0.01 0.00 0.113
H 0.1040 -5.7332 3.9506 0.01 -0.06 0.06 0.113
H 1.8406 -5.3727 2.2358 0.05 -0.02 0.01 0.114
H 1.4475 -3.7691 0.3994 0.06 -0.05 0.04 0.113
H -0.1584 -4.7491 -1.1285 0.02 -0.10 0.01 0.099
H 0.3327 -5.6662 -3.3450 0.04 -0.13 -0.06 0.110
H 0.4934 -4.1735 -5.3027 0.00 -0.02 -0.12 0.110
H 0.0610 -1.7577 -5.0428 0.02 0.10 -0.07 0.113
H -0.4330 -0.8203 -2.8144 0.01 0.05 -0.01 0.103
Se 0.5306 1.3312 2.7297 1.16 1.40 -1.42 0.671
C 0.2583 0.9363 4.5644 -0.77 -0.86 0.16 -0.638
C -0.3364 -0.2516 4.9741 0.08 0.15 -0.04 -0.137
C -0.5825 -0.4597 6.3171 -0.03 -0.04 0.18 -0.084
C -0.2412 0.5087 7.2496 0.02 -0.01 -0.01 -0.079
C 0.3788 1.6808 6.8403 -0.07 -0.23 0.18 -0.079
C 0.6341 1.8983 5.5025 0.05 -0.02 -0.67 -0.135
H -0.6023 -0.9959 4.2366 -0.05 -0.08 0.02 0.084
H -1.0473 -1.3791 6.6392 -0.06 -0.09 0.05 0.104
H -0.4545 0.3487 8.2945 0.00 -0.03 0.12 0.105
H 0.6597 2.4245 7.5694 0.04 0.10 0.05 0.108
H 1.1206 2.8045 5.1716 -0.02 0.10 -0.03 0.096
```
Positions in Å, forces in eV/Å.